No. 1
# C28H36FN6O9SScSe

A molecular structure, C28H36FN6O9SScSe in a non-equilibrium geometry (ωB97M-V/def2-TZVPD, OMol25).

Values from the calculation:
Charge: -2
Gap between HOMO and LUMO (eV): 6.05
E_tot (Eh): -5754.68600
Strongest force on any atom (hartree/bohr): 0.0232
LUMO energy (eV): 3.97
Multiplicity: 1

Last column: Mulliken charge in e.
CARTESIAN COORDINATES (ANGSTROEM)
H 1.999 -2.440 2.335  0.345
F 3.629 -0.583 7.715  -0.348
C -2.051 -1.794 -4.363  -1.226
H -5.081 0.966 -6.935  0.413
N 1.964 1.320 5.142  0.243
H -3.090 -1.607 -4.088  -0.005
C -4.192 0.997 -3.779  -0.590
H -6.565 -0.507 -5.594  0.308
N 1.819 0.190 -0.568  -0.383
H -2.668 3.103 -2.807  0.472
H -1.472 1.896 1.426  0.342
C 5.086 -0.149 2.030  -0.798
C -1.937 -5.483 0.522  -1.382
H -1.923 -2.879 -4.418  0.418
C 1.563 1.085 3.751  -0.336
H 1.273 3.297 -0.704  0.191
H 0.674 -3.762 -0.607  -0.055
H 2.861 -0.851 -2.947  0.222
O -1.448 -1.694 -2.093  -0.370
C -1.307 -4.200 -0.002  0.960
C -0.192 -4.303 -0.994  -0.469
O 0.522 -0.915 4.535  -0.787
H 0.576 4.809 -1.364  0.361
H 1.111 1.999 3.381  0.073
C 2.960 -0.929 1.193  0.153
O -1.927 4.629 0.082  -0.792
C -0.136 -0.392 -3.588  -1.948
H 5.794 -1.086 3.833  0.385
H 0.046 -0.200 -4.639  0.075
H -1.835 -1.352 -5.336  0.310
Se -4.223 0.465 -2.042  -0.151
H 4.103 0.615 0.269  0.422
O 2.981 1.824 9.032  -0.703
O -1.757 -3.154 0.412  -0.390
H -2.912 2.551 -6.355  0.397
H -1.833 -5.498 1.607  0.303
H -5.716 -1.279 -4.223  0.303
H 2.861 0.889 -2.734  0.281
H 0.046 -5.339 -1.227  0.428
C 2.597 0.313 5.813  -0.194
H -0.347 3.199 1.986  0.504
H 0.913 4.678 0.387  0.350
H -3.003 -5.455 0.294  0.309
C -6.087 -0.337 -4.629  -0.896
C -4.594 1.170 -5.998  -0.444
C 5.007 -1.048 3.088  -0.201
H -1.494 -6.383 0.100  0.386
C 2.320 0.065 -3.197  -1.482
C -0.613 2.522 1.171  -0.716
S -1.057 3.466 -0.272  0.820
C -2.237 2.492 -3.602  -1.075
C -1.166 -1.254 -3.259  1.190
C 3.907 -1.890 3.190  -0.886
H 1.783 3.417 7.570  0.232
H -1.652 3.110 -4.282  0.229
C 2.695 1.610 7.864  0.203
C 1.822 -0.863 0.218  0.236
C 2.977 0.427 7.095  0.276
H -1.586 1.741 -3.149  0.299
H 2.307 0.174 -4.283  0.487
O -2.608 -0.084 0.496  -1.076
N -4.998 0.589 -4.811  0.249
Sc -1.139 -0.773 -0.145  0.913
H 2.777 -0.582 5.239  0.618
N 2.025 2.558 7.102  -0.042
C 1.635 2.494 5.768  0.471
C 2.889 -1.830 2.248  0.127
H -6.806 0.066 -3.916  0.318
H 3.827 -2.582 4.021  0.348
O 0.968 -1.817 0.221  -0.737
H 5.939 0.516 1.946  0.360
O 1.069 3.433 5.242  -0.695
H 2.464 0.888 3.167  0.006
C 0.911 -0.026 -2.659  1.076
N -3.289 1.838 -4.360  0.396
C 0.607 -0.130 3.571  0.445
H 0.215 1.864 0.890  -0.257
C 4.069 -0.092 1.087  -0.010
O 0.091 -0.181 2.442  -0.353
C 0.604 4.136 -0.508  -0.970
N 0.674 0.131 -1.403  0.968
C -3.529 1.949 -5.713  -0.361
H -0.494 -3.755 -1.889  -0.097

No. 2
# C28H36GeIrN6O2S6

A molecular structure, C28H36GeIrN6O2S6 in a non-equilibrium geometry (ωB97M-V/def2-TZVPD, OMol25).

Values from the calculation:
Charge: +2
Gap between HOMO and LUMO (spin up / spin down) (eV): 5.93 / 6.24
E_tot (Eh): -6137.46176
Strongest force on any atom (hartree/bohr): 0.0800
LUMO energy (spin up / spin down) (eV): -6.25 / -6.63
Multiplicity: 2

Last column: Mulliken charge in e.
CARTESIAN COORDINATES (ANGSTROEM)
C -5.507 -0.635 -2.094  -0.054
H 3.009 3.421 1.501  0.268
H 2.203 -2.458 -4.680  0.485
C -2.677 2.485 1.554  -2.272
C -5.616 2.220 -1.974  -0.330
S -2.938 0.350 -2.447  -0.036
H -5.385 -1.831 1.194  0.507
C -1.984 3.535 -2.529  -1.041
C 2.312 -3.574 -1.502  -0.735
H -4.511 0.455 1.577  0.460
H 0.482 4.516 -4.529  0.412
H -0.181 -5.394 3.675  0.329
C -1.965 1.312 0.961  0.931
O 4.280 -5.276 -2.551  -0.515
C 0.767 -3.864 2.553  0.136
C 2.600 -3.544 -2.862  0.519
H 1.795 4.162 -0.976  0.355
C 0.710 3.489 -4.233  -1.365
H 4.001 -4.236 -4.339  0.471
N 0.605 -1.558 1.017  0.164
N 0.003 2.429 1.089  -0.751
C 0.310 -2.669 3.103  -1.321
H 1.413 1.170 -2.475  0.755
O 1.429 -6.136 2.597  -0.503
N 2.002 3.421 1.550  -0.268
S -6.486 -2.064 -2.166  -0.049
H -4.609 2.323 -1.592  -0.268
C -3.891 -0.290 1.100  -0.740
H 2.745 -4.354 -0.893  0.766
H -0.135 -0.612 2.693  0.477
Ge -0.063 3.163 -2.462  0.766
H -0.474 3.172 1.576  0.332
H 1.407 -4.914 4.282  0.391
S 2.180 1.094 0.362  -0.474
C 0.801 4.483 -1.288  -1.242
H 0.014 -2.611 4.144  0.495
H -5.620 2.247 -3.061  0.322
H 0.202 4.742 -0.411  0.268
C 1.484 -2.620 -0.943  0.723
H -6.265 3.003 -1.585  0.453
H -2.476 3.410 -1.559  0.006
C 3.447 -4.629 -3.484  -0.942
C -5.318 -3.123 -2.917  0.050
H -2.123 4.570 -2.852  0.515
C 1.247 -1.579 -2.989  -0.110
S -5.661 -4.642 -3.345  -0.093
H 0.809 -0.779 -3.564  0.541
C -4.177 -0.762 -2.526  -0.093
H 1.567 -6.919 3.138  0.325
H -3.895 -3.535 0.152  0.572
C -2.605 0.022 0.704  0.749
H -3.753 2.351 1.521  0.478
H 5.095 -4.778 -2.431  0.314
N 0.984 -1.597 -1.679  0.318
H 1.796 3.381 -4.198  0.391
H -2.445 3.394 0.993  0.517
S -3.789 -2.349 -3.181  0.027
N -0.720 1.348 0.684  0.465
C 1.162 -3.862 1.222  -0.783
C -2.296 -2.122 -0.104  -0.404
Ir 0.110 -0.047 -0.562  0.956
H 0.921 5.390 -1.883  0.513
H 2.765 -5.392 -3.866  0.286
C 0.237 -1.553 2.301  -0.157
C -4.377 -1.574 0.892  -0.833
C 1.346 2.395 1.034  0.541
S -6.380 0.686 -1.396  -0.001
H -2.473 2.883 -3.252  0.386
H 0.308 2.816 -4.991  0.376
C 2.030 -2.526 -3.613  -1.143
H -1.626 -2.820 -0.589  0.524
C 1.086 -2.688 0.486  0.179
H -2.397 2.632 2.602  0.444
C 0.836 -5.121 3.371  -0.588
H 1.513 -4.784 0.783  0.585
C -3.564 -2.516 0.298  -1.173
N -1.842 -0.889 0.083  0.263
H -0.227 0.799 -3.025  0.450
C 0.353 1.233 -2.204  -1.515
H 1.548 4.270 1.849  0.243

No. 3
# C28H36IrN12S2

A molecular structure, C28H36IrN12S2 (ωB97M-V/def2-TZVPD, OMol25).

Values from the calculation:
Charge: +4
Gap between HOMO and LUMO (spin up / spin down) (eV): 7.45 / 4.33
E_tot (Eh): -2644.94454
Strongest force on any atom (hartree/bohr): 0.0037
LUMO energy (spin up / spin down) (eV): -9.62 / -12.74
Multiplicity: 6

Last column: Mulliken charge in e.
CARTESIAN COORDINATES (ANGSTROEM)
N -1.886 0.081 -3.441  0.335
C 5.325 -8.476 6.486  -0.498
H -6.082 6.848 1.887  0.460
C -5.086 4.414 2.393  -1.945
S 1.212 5.102 0.192  -0.255
H -6.079 4.599 2.798  0.440
N -3.252 0.578 -5.077  -0.680
C 0.741 3.404 0.057  0.603
C -2.089 6.756 1.712  -0.850
H -0.647 -1.092 -5.775  0.332
Ir -0.952 0.796 -0.144  1.645
H -3.686 7.246 3.849  0.383
C 3.763 1.603 -1.204  -0.932
C 3.241 0.322 -1.329  -0.746
N 5.971 -8.520 7.858  -0.358
H -4.609 3.673 3.038  0.389
N -3.988 -2.288 0.641  0.147
H -2.499 7.702 2.035  0.516
N -0.471 3.141 0.459  0.336
H 3.879 -0.486 -1.663  0.446
H -4.711 -2.982 0.498  0.203
H -5.143 6.420 0.453  0.373
H 3.363 3.630 -0.662  0.453
H -2.234 -1.319 -6.523  0.357
N -0.876 -0.504 -2.678  -0.774
H -4.138 2.121 -4.052  0.168
C -4.308 5.728 2.363  1.825
H 6.129 -8.292 5.777  0.406
C 2.949 2.633 -0.763  -0.955
H 0.176 2.165 2.669  0.464
C -2.776 -0.970 1.679  0.404
H -0.164 1.890 5.139  0.421
H 0.031 -0.179 -3.006  0.362
S -2.500 1.987 -1.515  -0.416
H -0.919 -1.513 -2.788  0.248
H 4.934 -9.477 6.318  0.334
H -3.013 -1.013 4.445  0.495
H 4.799 1.796 -1.446  0.459
C -2.925 5.576 1.812  0.289
C -2.409 4.336 1.395  0.902
N -3.439 1.391 -4.006  0.256
N -3.746 -1.819 1.876  -0.591
C -1.129 4.272 0.906  -1.617
C -5.072 6.754 1.489  -1.493
C -4.192 6.282 3.805  -1.460
H 4.082 -6.934 7.377  0.422
H 1.530 -0.945 -1.150  0.537
C 1.059 1.078 -0.587  -0.590
N -2.380 -0.880 0.373  -0.309
H -5.217 3.995 1.393  0.409
C -2.291 -0.221 -4.740  0.897
C -0.545 1.464 3.064  -0.330
C -2.625 1.122 -2.998  0.331
C 1.900 0.068 -1.038  -0.171
C -0.818 6.715 1.233  -1.467
H -3.670 5.582 4.458  0.383
H 5.288 -8.758 8.581  0.352
H -3.205 -1.957 -1.307  0.510
N 4.438 -6.324 5.432  -0.587
C -3.183 -1.729 -0.255  -0.265
H -1.792 -2.268 -5.100  0.353
H -0.209 7.607 1.167  0.480
C 4.229 -7.386 6.392  -0.585
C 1.614 2.374 -0.446  1.104
C -2.113 -0.152 2.688  0.258
H 3.288 -7.879 6.153  0.328
C -0.319 5.461 0.823  0.938
H 5.237 -5.741 5.641  0.230
C -1.701 -1.290 -5.575  -1.274
N -1.621 0.444 4.921  -0.485
C -0.738 1.305 4.431  -0.498
H 6.715 -9.221 7.899  0.364
H -4.621 7.745 1.508  0.377
N -1.251 0.744 2.194  0.087
H 6.382 -7.618 8.110  0.346
H -5.201 6.425 4.192  0.450
C -2.303 -0.293 4.057  -0.414
H -3.013 3.441 1.456  0.696
H 4.522 -6.668 4.484  0.246

The records above give, respectively, relative energy (zero: lowest compared OMol25 entry of this formula, charge and spin) values of 24.7; 16.5; 41.7 kcal/mol.